No. 1
Entry from the OMol25 dataset: an isolated molecule of C10H26N4O in a non-equilibrium geometry (ωB97M-V/def2-TZVPD).

Structure (XYZ):
```
41
Properties=species:S:1:pos:R:3
C 3.6756 2.9015 1.4846
C 3.5544 1.2325 1.4871
C 3.4539 0.7948 -0.0833
C 2.4944 -0.4819 -0.4183
N 1.5830 -0.9385 0.6937
C 0.4382 -1.8003 0.2105
C 0.8168 -2.8426 -1.0015
C -0.9010 -0.9768 -0.2621
C -1.5870 -0.0587 0.9336
C -2.7725 0.9628 0.3485
N -4.0170 0.1665 -0.0784
N -2.3188 1.7199 -0.8969
N -3.1471 2.0322 1.3802
O -1.9262 -2.0210 -0.5897
C -2.3135 -1.9466 -2.0071
H 4.6362 3.2413 0.9091
H 3.6052 3.3078 2.5915
H 2.7261 3.2578 0.8544
H 2.6173 0.9983 2.1454
H 4.5788 0.8538 1.9622
H 4.5555 0.4846 -0.4245
H 3.1976 1.7511 -0.7478
H 1.7823 -0.1436 -1.3155
H 3.1669 -1.3414 -0.8765
H 2.1172 -1.4350 1.4500
H 0.1030 -2.4758 1.1321
H 0.0218 -3.6993 -1.1525
H 1.9105 -3.2203 -0.8274
H 0.8327 -2.2231 -2.0205
H -0.6481 -0.3004 -1.1837
H -0.8013 0.5645 1.5380
H -2.1706 -0.8078 1.6569
H -4.6410 -0.0088 0.7405
H -4.5050 0.6705 -0.8519
H -2.9567 2.5537 -0.9857
H -2.4534 1.1123 -1.7379
H -3.4210 1.5372 2.2705
H -3.9711 2.5365 0.9645
H -1.4143 -1.6381 -2.7244
H -2.6251 -3.0395 -2.3722
H -3.2769 -1.2804 -2.1958
```

Values from the calculation:
Molar mass = 218.3 g mol⁻¹
SMILES string = CCCCN[C@H](C)[C@H](CC(N)(N)N)OC
Net charge = 0
HOMO energy = -0.3194 hartree
Kohn-Sham gap = 9.5 eV
Maximum force = 3.10 eV/A

=====

No. 2
Entry from the OMol25 dataset: an isolated molecule of C10H26OSSi2 (ωB97M-V/def2-TZVPD).

Structure (XYZ):
```
40
Properties=species:S:1:pos:R:3
C 4.4217 -0.7864 1.5075
C 4.9938 -0.2337 0.2049
C 4.1748 0.9362 -0.3399
C 2.7865 0.5190 -0.8533
C 1.6238 1.2057 -0.1390
C 0.2719 0.6069 -0.5063
C -0.9224 1.4462 -0.0387
Si -2.5975 0.8054 -0.5490
C -3.2033 -0.6363 0.4841
C -2.2758 -1.8570 0.5686
C -2.0054 -2.5144 -0.7968
S -2.4076 -4.2855 -0.7059
O -3.6879 2.0430 -0.4052
Si -5.0214 2.3362 0.5042
H 4.7730 -1.7954 1.7257
H 3.3299 -0.8319 1.4735
H 4.6841 -0.1510 2.3553
H 6.0253 0.0925 0.3607
H 5.0375 -1.0239 -0.5506
H 4.7391 1.4446 -1.1240
H 4.0472 1.6745 0.4603
H 2.6630 -0.5651 -0.7448
H 2.7060 0.7164 -1.9256
H 1.7807 1.1388 0.9441
H 1.6271 2.2764 -0.3710
H 0.2088 -0.4015 -0.0853
H 0.2234 0.4755 -1.5942
H -0.8492 2.4526 -0.4698
H -0.8848 1.5855 1.0481
H -2.5322 0.4277 -1.9829
H -4.1829 -0.9496 0.1043
H -3.3829 -0.2578 1.4987
H -2.7153 -2.5912 1.2492
H -1.3267 -1.5670 1.0235
H -0.9641 -2.3915 -1.0942
H -2.6217 -2.0560 -1.5687
H -2.2480 -4.5591 -2.0085
H -4.6533 2.4710 1.9318
H -5.6493 3.5812 0.0279
H -5.9863 1.2193 0.3813
```

Values from the calculation:
Molar mass = 250.6 g mol⁻¹
SMILES string = CCCCCCC[Si@@H](CCCS)O[SiH3]
Net charge = 0
HOMO energy = -0.3329 hartree
Kohn-Sham gap = 9.9 eV
Maximum force = 0.14 eV/A

=====

No. 3
Entry from the OMol25 dataset: a structure of composition C10H27B3F2N2O12Tl in a non-equilibrium geometry (ωB97M-V/def2-TZVPD).

Structure (XYZ):
```
57
Properties=species:S:1:pos:R:3
Tl 3.7392 3.0501 0.2176
B 3.9315 1.0699 2.5024
H 4.3228 2.2076 2.5981
H 4.4437 0.5834 1.5007
H 4.0288 0.4714 3.5187
H 2.7561 1.0320 2.1717
B 2.4589 -4.1303 0.7791
H 3.2719 -3.9261 -0.0933
H 1.8168 -3.0848 0.7232
H 1.7343 -5.0527 0.5469
H 3.0055 -4.3264 1.8202
B 4.0174 0.2604 -0.8136
H 3.0854 0.4410 -0.0260
H 3.8122 0.9973 -1.7467
H 5.0735 0.5689 -0.3340
H 4.0079 -0.8777 -1.1544
C -0.7417 0.8586 0.0650
C 0.7086 0.6264 0.5185
O 1.3663 1.6860 0.6270
O 1.0923 -0.5347 0.6538
H -1.1794 1.6287 0.6976
H -1.3540 -0.0123 0.2911
H -0.8202 1.1644 -0.9727
C -1.2794 3.7691 2.3781
C -1.5049 5.2629 2.4295
O -2.8160 5.2553 2.9999
C -3.4611 4.1614 2.4856
O -4.6351 4.0543 2.4136
O -2.5586 3.2646 2.0287
F -1.5902 5.7514 1.1565
H -1.0599 3.4205 3.3896
H -0.4908 3.5132 1.6742
H -0.8701 5.9132 3.0192
C -2.9189 -1.1731 -2.0878
C -2.6066 -2.0618 -3.2994
O -3.8748 -2.3489 -3.8185
C -4.8035 -2.1176 -2.8638
O -5.9682 -2.2785 -3.0017
O -4.2165 -1.6395 -1.7496
F -2.1048 -3.2505 -2.8353
H -2.9406 -0.1222 -2.3768
H -2.1422 -1.3661 -1.3544
H -1.8981 -1.6288 -3.9976
C 1.7285 0.0222 -3.3565
N 0.6111 0.9504 -3.0731
O 0.8977 2.0397 -2.6170
O -0.5211 0.5941 -3.3553
H 1.4419 -0.6109 -4.1949
H 1.8747 -0.6120 -2.4835
H 2.6275 0.5467 -3.6494
C -1.4122 -2.8600 1.4699
N -1.3181 -4.2156 2.0405
O -1.0299 -5.1006 1.2699
O -1.5325 -4.3677 3.2277
H -2.4173 -2.6798 1.0990
H -0.6092 -2.7080 0.7483
H -1.1785 -2.0787 2.1933
```

Values from the calculation:
Molar mass = 642.1 g mol⁻¹
Net charge = -1
HOMO energy = -0.2037 hartree
Kohn-Sham gap = 3.0 eV
Maximum force = 1.65 eV/A

=====

No. 4
Entry from the OMol25 dataset: a structure of composition C10H27CaINO8S in a non-equilibrium geometry (ωB97M-V/def2-TZVPD).

Structure (XYZ):
```
49
Properties=species:S:1:pos:R:3
Ca -0.2156 0.1317 -1.5785
S -1.7537 -2.1152 2.8911
O -2.4464 -3.3989 2.9014
O -0.3775 -2.5735 3.0727
O -1.8646 -1.4417 1.5962
O -2.2059 -1.2026 3.9381
I 2.2150 1.7427 -5.0152
C -2.5052 -3.5821 -3.1999
O -1.1210 -3.2003 -3.2667
H -3.1121 -2.8197 -3.6883
H -2.7006 -4.5298 -3.7015
H -2.8508 -3.6653 -2.1695
H -0.5953 -3.9840 -3.0900
C 0.9335 3.1399 0.8158
O 1.6405 1.9228 0.8036
C 2.2508 1.5848 2.0426
C 3.5297 0.6939 1.6907
N 3.0318 -0.5091 1.0011
C 4.2383 -1.2291 0.5969
C 4.7223 -2.1334 1.7545
O 5.3884 -1.4824 2.8292
C 6.1644 -2.4309 3.5947
H 1.6290 3.9027 1.1660
H 0.0936 3.0361 1.5027
H 0.6182 3.5170 -0.1571
H 1.6237 1.0664 2.7679
H 2.7313 2.4439 2.5109
H 4.0709 0.4080 2.5926
H 4.2347 1.1936 1.0263
H 2.6652 -1.0569 1.7663
H 5.0018 -0.6075 0.1291
H 3.8899 -1.8634 -0.2182
H 5.4621 -2.8412 1.3807
H 3.8956 -2.7431 2.1192
H 6.6245 -1.8731 4.4103
H 6.9426 -2.8836 2.9802
H 5.6365 -3.2672 4.0531
C -5.5702 3.8121 -2.0413
C -5.4794 2.3047 -2.2572
C -6.2684 1.8394 -3.4204
O -4.1038 2.1881 -2.6113
H -6.5594 4.1947 -2.2925
H -4.8957 4.4929 -2.5607
H -5.5933 4.0301 -0.9736
H -5.6388 1.7903 -1.3095
H -6.1103 0.7840 -3.6425
H -5.9735 2.4259 -4.2906
H -7.3012 1.9897 -3.1062
H -3.9916 2.7989 -3.3434
```

Values from the calculation:
Molar mass = 488.4 g mol⁻¹
Net charge = -1
HOMO energy = -0.1156 hartree
Kohn-Sham gap = 2.7 eV
Maximum force = 3.31 eV/A
Energy relative to the best compared isomer or geometry (same formula, charge and spin) = 1065.7 kJ/mol

=====

No. 5
Entry from the OMol25 dataset: a structure of composition C10H27Cl2FeOP in a non-equilibrium geometry (ωB97M-V/def2-TZVPD).

Structure (XYZ):
```
42
Properties=species:S:1:pos:R:3
Fe 0.2407 -0.0533 -0.2525
Cl 1.9370 1.1844 -0.5402
Cl -1.6541 -0.8235 0.3906
H -0.5593 1.0432 -0.9285
H 0.9145 -1.3010 0.3107
P 0.2740 -1.1068 -2.2058
C 1.9679 -1.7593 -2.4738
C -0.8701 -2.4866 -2.6120
C 0.0838 0.2560 -3.4342
C 2.6333 -2.3019 -1.1893
H 2.5277 -0.8313 -2.7836
C 2.0504 -2.7918 -3.6010
H 1.7102 -3.7779 -3.2477
H 3.1140 -2.8927 -3.9119
H 1.4777 -2.5185 -4.4991
H 2.9412 -1.4786 -0.5172
H 3.5397 -2.8823 -1.4473
H 1.9581 -2.9606 -0.6246
H 0.9507 0.9075 -3.1346
C -1.2023 1.1010 -3.2670
C 0.2840 -0.2193 -4.8855
H 1.3317 -0.4911 -5.1022
H 0.0086 0.6030 -5.5783
H -0.3634 -1.0768 -5.1168
H -1.7517 0.9242 -2.3224
H -1.9024 0.9122 -4.0993
H -0.9366 2.1802 -3.2743
C -0.7650 -3.5884 -1.5333
H -0.4980 -2.9049 -3.5892
C -2.3274 -2.0512 -2.8142
H 0.1316 -4.2198 -1.6719
H -1.6519 -4.2448 -1.5894
H -0.7456 -3.1666 -0.5152
H -2.6991 -1.5162 -1.9271
H -2.9412 -2.9637 -2.9469
H -2.4740 -1.4218 -3.7097
C -0.9413 2.0680 1.8447
O -0.0247 1.0206 2.1717
H -0.3809 2.7362 1.1753
H -1.1840 2.5338 2.7944
H -1.8657 1.7986 1.2840
H -0.5036 0.2589 2.5703
```

Values from the calculation:
⟨S²⟩ = 8.771
Molar mass = 321.0 g mol⁻¹
Net charge = -1
HOMO energy (spin up / spin down) = -0.0501 / -0.1330 hartree
Kohn-Sham gap (spin up / spin down) = 4.5 / 6.7 eV
Maximum force = 3.76 eV/A
2S+1 = 6
Energy relative to the best compared isomer or geometry (same formula, charge and spin) = 61.2 kJ/mol

=====

No. 6
Entry from the OMol25 dataset: a structure of composition C10H27I2OP2RhSi in a non-equilibrium geometry (ωB97M-V/def2-TZVPD).

Structure (XYZ):
```
44
Properties=species:S:1:pos:R:3
I -1.4092 -0.9898 -2.8784
I 0.0729 -2.8592 1.4801
Rh 0.1240 -0.3394 0.5033
P 2.0673 -0.4541 -0.8867
C 3.4782 -0.9943 0.1251
C 2.0458 -1.7071 -2.1980
H 2.9076 -1.5938 -2.8724
H 3.5054 0.7800 -2.4452
H 1.1229 -1.5653 -2.7713
H 1.8216 1.3444 -2.4964
H 3.1867 -1.9200 0.6343
H 2.0410 -2.6890 -1.7306
C 2.6262 1.0141 -1.8282
H 4.3622 -1.1798 -0.4951
H 2.8835 1.8231 -1.1418
H 3.7186 -0.2368 0.8716
P -2.1775 0.2889 0.6642
C -2.6948 0.1557 2.3953
C -2.6945 1.9529 0.1219
H -3.0241 -0.8692 -1.2072
H -4.3995 -0.3228 -0.2708
H -3.3993 -1.7427 0.3059
C -3.3919 -0.7569 -0.1778
H -2.4515 2.0981 -0.9372
H -3.7801 2.0706 0.2317
H -3.7721 0.3332 2.4755
H -2.1556 0.8843 2.9990
H -2.1962 2.7183 0.7193
H -2.4678 -0.8520 2.7590
C 0.8084 -0.0843 2.2017
O 1.1944 -0.1720 3.3145
C 2.5547 2.1555 1.4978
Si 0.7176 1.9654 0.9759
C -0.1974 2.6730 2.5096
C 0.4102 3.1533 -0.4580
H 2.8658 1.4272 2.2527
H 2.7008 3.1488 1.9668
H 3.2715 2.0644 0.6760
H 0.3156 3.5971 2.8445
H -1.2512 2.9174 2.3380
H -0.1767 1.9983 3.3721
H 0.7007 4.1798 -0.1787
H 0.9810 2.9071 -1.3614
H -0.6407 3.2016 -0.7673
```

Values from the calculation:
⟨S²⟩ = 6.024
Molar mass = 610.1 g mol⁻¹
Net charge = +2
HOMO energy (spin up / spin down) = -0.5606 / -0.5906 hartree
Kohn-Sham gap (spin up / spin down) = 8.3 / 5.5 eV
Maximum force = 7.65 eV/A
2S+1 = 5
Energy relative to the best compared isomer or geometry (same formula, charge and spin) = 0.0 kJ/mol